The following is a DFT calculation (ωB97M-V/def2-TZVPD) of a molecular structure, C6H32O10 in a non-equilibrium geometry.

Last column: Löwdin charge in e.
Element x y z (Å)
O1 -14.938 -18.923 10.875  -0.208
O2 -14.405 -20.978 7.530  -0.064
O3 -18.780 -18.045 10.216  -0.051
O4 -17.929 -20.347 12.780  -0.180
O5 -14.159 -20.774 11.625  -0.094
O6 -18.027 -19.601 6.628  -0.085
O7 -15.349 -17.017 9.752  -0.079
O8 -18.087 -21.634 11.201  0.109
O9 -11.432 -19.581 10.986  -0.082
O10 -17.033 -22.030 9.424  -0.007
C1 -18.040 -19.615 8.033  -0.156
C2 -14.556 -21.291 8.844  -0.213
C3 -14.918 -21.917 11.548  -0.125
C4 -16.290 -19.320 10.584  -0.115
C5 -16.841 -20.585 13.668  -0.142
C6 -12.420 -18.665 10.790  -0.197
H1 -13.588 -21.239 9.341  0.102
H2 -15.751 -21.723 10.872  0.052
H3 -18.954 -21.502 10.816  0.120
H4 -16.742 -22.942 9.446  0.131
H5 -11.300 -20.012 10.139  0.087
H6 -16.851 -19.352 11.518  0.081
H7 -16.845 -18.602 9.981  0.054
H8 -14.821 -17.662 10.221  -0.068
H9 -13.282 -19.125 10.307  0.048
H10 -17.023 -19.901 8.301  0.054
H11 -16.385 -20.319 10.159  0.028
H12 -12.773 -18.260 11.739  0.111
H13 -14.313 -22.744 11.175  0.113
H14 -17.271 -21.512 14.047  0.086
H15 -15.884 -20.733 13.168  0.035
H16 -17.527 -21.861 10.459  -0.161
H17 -18.248 -18.666 8.529  0.063
H18 -14.522 -20.026 7.492  0.098
H19 -15.341 -22.100 12.535  0.088
H20 -19.287 -18.422 10.935  0.062
H21 -17.999 -21.045 12.124  -0.242
H22 -18.732 -20.357 8.432  0.092
H23 -18.161 -20.522 6.390  0.073
H24 -14.372 -19.694 10.955  -0.088
H25 -19.407 -17.500 9.740  0.062
H26 -14.978 -22.292 8.749  0.093
H27 -16.743 -19.973 14.564  0.079
H28 -16.999 -21.789 8.499  0.104
H29 -13.480 -20.970 12.275  0.148
H30 -12.151 -17.871 10.093  0.100
H31 -15.262 -20.567 9.251  0.047
H32 -15.687 -16.439 10.437  0.040

Calculated values
F_max in eV Å⁻¹: 8.61
Relative energy (zero: lowest compared OMol25 entry of this formula, charge and spin) in eV: 12.542
Total energy in eV: -27204.768
HOMO in Eh: -0.30221
Total charge: 0
HOMO-LUMO gap in eV: 7.9409

=====

The following is a DFT calculation (ωB97M-V/def2-TZVPD) of 11 unconnected molecules or ions with the total composition C6H32O11 in a non-equilibrium geometry.

Last column: Löwdin charge in e.
Element x y z (Å)
O1 1.319 3.274 2.240  -0.103
O2 0.934 3.604 -0.622  -0.065
O3 -1.641 3.089 -0.592  -0.064
O4 -0.328 -1.083 2.259  -0.043
O5 -0.978 2.159 1.713  -0.124
O6 -2.261 -3.403 1.737  -0.056
O7 -3.051 0.608 1.952  -0.085
O8 0.320 -4.266 1.872  -0.076
O9 -1.458 -1.203 -1.938  0.000
O10 -0.067 -3.384 -0.500  -0.056
O11 -2.979 0.943 -1.030  -0.087
C1 1.360 0.553 -2.007  -0.194
C2 1.158 0.330 -0.503  -0.226
C3 2.083 -0.783 -0.107  -0.248
C4 0.518 -0.285 -2.966  -0.158
C5 -0.945 -0.411 -2.736  -0.214
C6 3.606 -0.426 -0.073  -0.082
H1 1.742 -1.612 -0.814  0.109
H2 4.194 -1.144 -0.652  0.068
H3 0.162 4.079 -0.290  0.036
H4 1.388 3.358 3.193  0.028
H5 -3.724 1.013 -0.363  0.089
H6 -0.862 1.197 1.470  0.052
H7 0.103 0.155 -0.330  0.084
H8 -2.635 0.104 2.665  0.039
H9 0.469 2.762 2.106  -0.014
H10 -0.735 -1.400 1.448  0.012
H11 1.496 1.237 -0.026  0.092
H12 -0.633 -3.950 -1.035  0.065
H13 -2.703 1.529 1.994  0.032
H14 0.660 0.306 -3.877  0.114
H15 3.723 0.609 -0.426  0.072
H16 -1.829 -4.173 1.362  0.019
H17 -0.770 2.925 -0.984  0.033
H18 -1.655 0.175 -3.332  0.128
H19 -2.521 -2.797 1.043  0.026
H20 -0.121 -2.532 -0.940  -0.003
H21 1.933 -1.186 0.883  0.081
H22 4.183 -0.433 0.854  0.067
H23 2.389 0.311 -2.369  0.126
H24 0.554 -3.335 1.797  0.004
H25 0.650 -4.605 1.031  0.029
H26 1.569 3.929 0.043  0.059
H27 0.898 -1.313 -3.185  0.140
H28 -0.600 -1.733 2.923  0.057
H29 1.283 1.660 -2.146  0.110
H30 -2.454 0.277 -0.549  0.027
H31 -1.342 2.605 0.850  0.038
H32 -2.402 2.662 -1.042  0.061

Calculated values
F_max in eV Å⁻¹: 2.43
Relative energy (zero: lowest compared OMol25 entry of this formula, charge and spin) in eV: 1.890
Total energy in eV: -29262.913
HOMO in Eh: -0.38850
Total charge: 0
HOMO-LUMO gap in eV: 10.7333
Structure (SMILES): CCCCCC=O.O.O.O.O.O.O.O.O.O.O

=====

The following is a DFT calculation (ωB97M-V/def2-TZVPD) of 9 unconnected molecules or ions with the total composition C6H33N2O8 in a non-equilibrium geometry.

Last column: Löwdin charge in e.
Element x y z (Å)
O1 -2.433 -1.178 0.432  -0.064
O2 2.788 1.298 -0.336  -0.032
O3 2.267 1.693 -4.103  -0.059
O4 -2.031 -3.734 2.198  -0.039
O5 -0.349 -0.046 2.031  -0.059
O6 0.713 2.455 2.039  -0.080
O7 3.348 0.922 2.440  -0.069
O8 -5.117 -0.643 0.719  -0.025
N1 0.847 -0.574 -1.252  0.191
N2 0.167 2.235 -0.664  -0.002
C1 -0.384 3.518 -0.266  -0.017
C2 -0.878 1.246 -1.149  -0.043
C3 -0.249 -2.710 -0.762  -0.008
C4 -0.266 0.084 -1.922  -0.093
C5 0.440 -1.511 -0.151  -0.364
C6 1.659 -1.858 0.691  -0.010
H1 1.381 2.431 2.749  0.076
H2 1.539 -0.982 -1.881  0.184
H3 1.930 -1.025 1.343  0.065
H4 0.132 -3.034 -1.734  0.110
H5 3.034 1.042 1.523  -0.026
H6 -1.060 -0.456 1.489  0.025
H7 4.040 0.247 2.311  0.057
H8 -1.114 3.374 0.479  0.093
H9 -3.320 -0.834 0.337  0.019
H10 0.839 2.302 -1.448  0.166
H11 0.345 4.088 0.312  0.117
H12 0.037 0.314 -2.940  0.137
H13 -0.261 -0.921 0.424  0.057
H14 -5.347 -1.577 0.681  0.069
H15 2.526 -2.225 0.191  0.094
H16 1.309 -2.619 1.400  0.112
H17 -5.708 -0.218 0.100  0.063
H18 3.710 1.459 -0.635  0.121
H19 -1.533 1.844 -1.742  0.144
H20 -1.821 -4.643 1.949  0.060
H21 -1.340 0.847 -0.247  0.115
H22 -1.024 -0.681 -2.142  0.161
H23 0.781 1.883 0.074  0.102
H24 -1.331 -2.573 -0.887  0.086
H25 2.387 0.447 -0.573  0.021
H26 -2.450 -2.093 0.765  0.048
H27 -2.049 -3.733 3.156  0.055
H28 3.214 1.799 -4.207  0.047
H29 0.084 1.685 1.979  0.028
H30 -0.330 -0.358 2.943  0.107
H31 1.884 2.488 -4.486  0.047
H32 -0.147 -3.622 -0.211  0.096
H33 -0.859 4.145 -1.014  0.120

Calculated values
F_max in eV Å⁻¹: 3.38
Relative energy (zero: lowest compared OMol25 entry of this formula, charge and spin) in eV: 0.000
Total energy in eV: -26100.360
HOMO (alpha / beta) in Eh: -0.60365 / -0.60357
Total charge: +2
HOMO-LUMO gap (alpha / beta) in eV: 10.8681 / 5.3375
Multiplicity: 2
<S²>: 0.754

=====

The following is a DFT calculation (ωB97M-V/def2-TZVPD) of a molecular structure, C6H33O12.

Last column: Löwdin charge in e.
Element x y z (Å)
O1 3.263 -1.204 -2.028  -0.099
O2 3.836 1.048 -0.518  -0.147
O3 2.248 2.941 -0.813  -0.211
O4 -1.985 1.742 -2.007  -0.109
O5 0.877 -0.522 -3.271  -0.115
O6 3.729 -0.479 1.668  -0.090
O7 -1.722 -1.020 -3.035  -0.099
O8 -2.874 2.168 0.401  -0.101
O9 -2.968 -0.011 4.249  -0.096
O10 0.623 2.063 -2.391  -0.235
O11 -1.420 1.385 2.490  -0.124
O12 3.656 -2.839 0.232  -0.078
C1 -0.507 -1.536 0.934  -0.189
C2 -0.185 -0.043 0.882  -0.169
C3 -0.208 0.669 2.227  -0.231
C4 -3.042 -1.462 0.686  -0.172
C5 -1.877 -1.889 1.539  -0.201
C6 -4.038 -2.268 0.353  -0.008
H1 -4.101 -3.305 0.664  0.050
H2 3.170 1.879 -0.625  0.004
H3 -2.434 0.497 3.593  -0.009
H4 -1.879 1.610 1.644  0.035
H5 1.714 -0.854 -2.853  0.015
H6 -2.996 -0.434 0.347  0.089
H7 -0.102 -0.047 3.054  0.119
H8 3.474 -0.363 -1.563  0.006
H9 4.679 1.429 -0.818  0.069
H10 -3.813 -0.134 3.807  0.024
H11 2.932 -3.323 0.617  0.032
H12 3.802 -2.064 0.835  0.017
H13 1.726 3.107 -0.020  0.017
H14 -1.946 -2.957 1.761  0.108
H15 2.843 -0.283 2.017  0.042
H16 -0.991 1.892 -2.112  0.015
H17 0.821 0.406 -2.911  0.010
H18 0.596 1.412 2.325  0.110
H19 -1.992 -1.414 2.519  0.087
H20 0.241 -2.053 1.539  0.103
H21 0.787 0.053 0.395  0.107
H22 -1.788 -1.666 -2.317  0.024
H23 -4.886 -1.922 -0.230  0.047
H24 -0.456 -1.958 -0.070  0.107
H25 -0.737 -0.941 -3.152  -0.004
H26 0.702 2.640 -3.175  0.047
H27 -0.886 0.452 0.209  0.092
H28 3.446 -1.908 -1.359  0.016
H29 1.442 2.526 -1.632  -0.013
H30 -2.100 0.829 -2.367  0.034
H31 -2.551 1.941 -0.535  0.005
H32 3.817 0.143 0.894  0.009
H33 -2.993 3.131 0.360  0.061

Calculated values
F_max in eV Å⁻¹: 0.99
Relative energy (zero: lowest compared OMol25 entry of this formula, charge and spin) in eV: 0.000
Total energy in eV: -31331.562
HOMO in Eh: -0.25939
Total charge: -1
HOMO-LUMO gap in eV: 9.8633

=====

The following is a DFT calculation (ωB97M-V/def2-TZVPD) of 12 unconnected molecules or ions with the total composition C6H33O13 in a non-equilibrium geometry.

Last column: Löwdin charge in e.
Element x y z (Å)
O1 -1.449 -2.995 -4.220  -0.123
O2 1.693 1.196 -2.124  -0.094
O3 3.354 1.751 -4.089  -0.104
O4 3.460 2.667 -0.336  -0.060
O5 0.792 2.188 3.404  -0.049
O6 4.219 0.227 4.162  -0.105
O7 5.286 0.316 1.548  -0.076
O8 1.879 -0.611 3.380  -0.059
O9 0.725 -1.884 -3.273  -0.085
O10 -0.643 1.016 0.312  -0.038
O11 -2.396 1.497 2.874  -0.064
O12 -0.560 3.902 0.619  -0.069
O13 -0.155 -0.260 -1.429  -0.098
C1 -4.256 -2.522 -0.998  -0.088
C2 -2.116 -2.226 0.242  -0.159
C3 -0.849 -1.355 0.564  -0.095
C4 -0.439 -0.106 -0.196  -0.632
C5 -3.572 -0.231 -0.259  -0.067
C6 -3.050 -1.573 -0.774  -0.420
H1 0.215 2.879 3.752  0.058
H2 -2.749 -2.564 1.034  0.099
H3 1.341 -1.402 3.473  0.055
H4 -0.795 4.413 -0.157  0.030
H5 0.793 1.367 -1.795  0.042
H6 0.733 2.281 2.444  0.033
H7 -1.647 1.086 3.305  0.011
H8 -0.678 -2.378 -3.996  -0.003
H9 -2.322 1.615 1.924  0.007
H10 3.631 0.972 3.999  0.016
H11 1.504 0.249 3.170  0.012
H12 5.161 0.846 0.743  0.012
H13 -1.648 -3.142 -0.186  0.112
H14 -0.969 -1.053 1.616  0.100
H15 1.133 -1.091 -3.636  0.046
H16 -1.375 -3.659 -3.527  0.011
H17 -2.467 -1.282 -1.628  0.113
H18 -5.111 -2.125 -1.575  0.075
H19 -3.858 -3.508 -1.341  0.080
H20 4.065 3.350 -0.654  0.039
H21 0.161 -1.584 -2.506  0.035
H22 3.625 -0.581 4.223  0.048
H23 -0.281 2.987 0.531  -0.019
H24 -2.741 0.329 0.141  0.033
H25 -3.952 0.376 -1.075  0.086
H26 4.356 0.349 1.815  0.011
H27 1.631 0.307 -1.737  0.037
H28 3.757 1.950 -0.912  0.015
H29 -4.213 -0.311 0.633  0.092
H30 0.033 -2.012 0.484  0.114
H31 -4.843 -2.717 -0.104  0.060
H32 2.493 1.919 -4.494  0.025
H33 3.092 1.134 -3.372  0.001

Calculated values
F_max in eV Å⁻¹: 3.04
Relative energy (zero: lowest compared OMol25 entry of this formula, charge and spin) in eV: 2.308
Total energy in eV: -33377.094
HOMO in Eh: -0.25253
Total charge: -1
HOMO-LUMO gap in eV: 9.3892

=====

The following is a DFT calculation (ωB97M-V/def2-TZVPD) of 11 unconnected molecules or ions with the total composition C6H34N2O10 in a non-equilibrium geometry.

Last column: Löwdin charge in e.
Element x y z (Å)
O1 -1.223 -3.786 -2.019  -0.058
O2 -3.776 -2.395 -1.857  -0.105
O3 1.901 -0.273 -2.915  -0.059
O4 2.010 2.915 3.756  -0.083
O5 2.899 2.655 1.230  -0.061
O6 1.827 -4.580 -1.459  -0.066
O7 -3.345 0.255 -2.021  -0.034
O8 3.599 -0.475 -0.819  -0.058
O9 -0.988 3.675 2.808  -0.056
O10 -1.502 1.053 -4.161  -0.038
N1 -0.561 -1.418 0.700  -0.039
N2 0.008 2.121 0.227  -0.116
C1 0.455 2.560 -1.109  -0.102
C2 -0.665 -1.486 3.107  -0.151
C3 -0.838 -2.289 1.815  -0.243
C4 -0.802 0.932 0.235  -0.189
C5 -0.375 -0.012 2.726  -0.111
C6 -0.101 -0.092 1.215  -0.299
H1 2.904 -1.119 -0.665  0.015
H2 -3.771 -1.421 -2.020  -0.009
H3 -1.870 -2.835 1.674  0.127
H4 -2.914 0.462 -2.860  0.027
H5 2.543 3.418 3.118  0.021
H6 -1.459 -4.101 -1.139  0.044
H7 -0.713 0.326 -0.701  0.101
H8 -0.324 -3.247 1.846  0.093
H9 -2.913 0.554 -1.220  0.026
H10 -1.041 0.859 -4.979  0.058
H11 0.302 1.908 -2.046  0.075
H12 -1.564 -1.441 3.703  0.097
H13 1.117 -4.311 -2.078  0.023
H14 -2.989 -2.370 -1.281  0.002
H15 0.043 3.527 -1.438  0.076
H16 2.441 2.096 3.451  0.031
H17 0.491 0.423 3.246  0.102
H18 -1.013 0.780 -3.384  0.007
H19 0.958 -0.043 0.948  0.121
H20 1.600 2.675 -0.940  0.081
H21 -0.066 2.864 0.941  0.088
H22 -1.898 -4.041 -2.653  0.047
H23 -0.002 -1.852 -0.010  0.085
H24 -1.843 0.914 0.554  0.118
H25 4.047 -0.791 -1.610  0.046
H26 0.037 -1.967 3.797  0.109
H27 1.879 -3.803 -0.893  0.007
H28 3.614 2.880 0.630  0.058
H29 2.143 2.181 0.854  0.005
H30 -0.317 3.575 3.509  0.035
H31 2.316 0.540 -2.606  0.029
H32 -1.136 0.746 2.954  0.110
H33 -0.369 3.701 2.065  -0.003
H34 1.244 -0.448 -2.226  0.017

Calculated values
F_max in eV Å⁻¹: 3.25
Relative energy (zero: lowest compared OMol25 entry of this formula, charge and spin) in eV: 2.837
Total energy in eV: -30226.472
HOMO in Eh: -0.32826
Total charge: 0
HOMO-LUMO gap in eV: 8.7032
Structure (SMILES): CNC[C@H]1CCCN1.O.O.O.O.O.O.O.O.O.O